{"formula": "C13H16N2O4", "method": "ωB97M-V with the def2-TZVPD basis set", "symbols": ["C", "H", "O", "C", "C", "C", "C", "C", "C", "C", "O", "N", "N", "C", "O", "C", "C", "H", "C", "H", "C", "H", "H", "O", "H", "H", "H", "H", "H", "H", "H", "H", "H", "H", "H"], "xyz": [[-1.29, 1.57, 3.75], [-1.88, 0.60, 3.98], [-0.58, 1.18, 2.44], [0.04, 2.18, 1.89], [-0.06, 3.52, 2.37], [0.87, 4.49, 1.72], [1.56, 4.10, 0.64], [1.33, 2.90, -0.07], [0.67, 1.95, 0.67], [0.66, 0.46, 0.09], [1.22, 0.43, -1.16], [0.31, -0.37, 0.81], [-0.07, -1.82, 0.33], [-0.95, -2.10, -0.39], [-2.19, -1.47, -0.17], [-0.83, -3.29, -1.17], [-1.36, -2.93, -2.58], [-2.02, -2.06, -2.56], [0.06, -2.35, -3.37], [0.24, -2.30, -4.26], [0.93, -3.30, -2.63], [2.19, -2.91, -2.35], [1.19, -4.23, -3.31], [0.59, -3.77, -1.29], [0.20, -1.18, -3.04], [-1.66, -3.71, -3.36], [-1.68, -4.17, -0.80], [1.04, -2.20, -0.22], [-0.16, -0.35, 1.83], [1.91, 2.45, -0.89], [2.08, 4.92, -0.26], [0.82, 5.57, 1.94], [-0.27, 3.84, 3.22], [-2.19, 2.38, 3.58], [-0.74, 2.00, 4.61]], "nbo_charge": [-0.30, 0.22, -0.52, 0.32, -0.29, -0.20, -0.23, -0.15, -0.14, 0.64, -0.73, -0.40, -0.40, 0.55, -0.71, -0.01, -0.42, 0.27, -0.42, 0.19, -0.08, 0.17, 0.19, -0.53, 0.23, 0.23, 0.27, 0.44, 0.49, 0.28, 0.20, 0.23, 0.19, 0.21, 0.21], "fmax_ha_per_bohr": 0.3646, "e_above_lowest_kcal_mol": 355.3, "molar_mass_g_mol": 264.28, "total_energy_ha": -914.9601}

---

{"formula": "C13H16N2O6RbS5", "method": "ωB97M-V with the def2-TZVPD basis set", "symbols": ["Rb", "C", "O", "C", "C", "O", "C", "H", "H", "H", "H", "H", "H", "H", "H", "H", "H", "O", "C", "O", "C", "C", "N", "N", "C", "C", "O", "O", "H", "H", "H", "C", "S", "C", "C", "S", "S", "C", "S", "S", "H", "H", "H"], "xyz": [[-0.61, 0.65, -0.42], [2.51, 0.84, 1.36], [2.61, 0.51, -0.01], [3.44, -0.60, -0.28], [2.84, -1.92, 0.11], [1.61, -2.09, -0.55], [1.04, -3.36, -0.26], [3.50, 1.06, 1.79], [2.05, 0.04, 1.95], [1.88, 1.73, 1.43], [4.42, -0.48, 0.21], [3.59, -0.58, -1.36], [2.68, -1.99, 1.20], [3.54, -2.72, -0.15], [1.70, -4.16, -0.59], [0.08, -3.42, -0.77], [0.87, -3.46, 0.82], [-1.23, 6.56, -0.09], [0.06, 6.61, -0.38], [0.65, 7.66, -0.54], [0.76, 5.31, -0.56], [1.98, 5.19, -1.17], [2.25, 3.88, -1.23], [1.28, 3.12, -0.69], [0.38, 3.98, -0.26], [-0.87, 3.46, 0.44], [-1.93, 4.06, 0.13], [-0.73, 2.48, 1.19], [-1.57, 5.61, -0.06], [2.65, 5.94, -1.55], [3.04, 3.41, -1.64], [-1.88, -4.70, 1.43], [-2.51, -5.42, -0.10], [-3.84, -4.33, -0.43], [-3.72, -3.02, -0.77], [-2.29, -2.09, -1.00], [-5.26, -2.21, -0.96], [-6.32, -3.52, -0.59], [-7.98, -3.42, -0.64], [-5.46, -4.95, -0.22], [-0.99, -5.26, 1.71], [-2.62, -4.77, 2.23], [-1.62, -3.65, 1.26]], "lowdin_charge": [0.93, -0.11, -0.24, -0.20, -0.23, -0.20, -0.11, 0.09, 0.09, 0.07, 0.13, 0.13, 0.12, 0.13, 0.09, 0.02, 0.09, 0.11, -0.51, 0.07, -0.06, -0.01, 0.00, 0.07, -0.16, -0.70, 0.00, -0.22, 0.07, 0.13, 0.15, -0.42, 0.78, -1.04, -1.19, 0.38, 0.89, -1.53, 0.45, 0.87, 0.03, 0.04, 0.00], "fmax_ha_per_bohr": 0.0326, "total_charge": -1, "e_above_lowest_kcal_mol": 0.0, "molar_mass_g_mol": 542.08, "total_energy_ha": -3081.0860}